No. 1
The following is a DFT calculation (ωB97M-V/def2-TZVPD) of C6H12O in the gas phase at a distorted geometry.

```
19
Properties=species:S:1:pos:R:3:lowdin_charge:R:1
C -0.86870 -1.60328 -0.51819 -0.08
C -0.62590 -0.09824 -0.49360 -0.32
C -1.18389 0.54873 0.76065 -0.16
C -0.56141 1.91401 0.72569 -0.15
O 0.84408 1.37551 0.76263 -0.16
C 0.85554 0.42952 -0.34813 -0.34
C 1.89037 -0.68303 -0.19416 -0.04
H -1.94061 -1.80310 -0.64468 0.08
H -0.34360 -2.09542 -1.34217 0.07
H -0.55752 -2.06922 0.42278 0.08
H -1.03732 0.32867 -1.42052 0.14
H -0.39850 0.28224 1.50099 0.13
H -2.18867 0.32329 1.12497 0.13
H -0.85853 2.52904 1.59145 0.13
H -0.61906 2.51225 -0.18888 0.12
H 1.12549 1.03786 -1.21855 0.14
H 1.66161 -1.36094 0.63536 0.08
H 1.91389 -1.29229 -1.11113 0.08
H 2.89271 -0.27559 -0.04448 0.08
```

Computed properties:
- Net charge: 0
- Strongest force on any atom: 2.2 eV/A
- Kohn-Sham gap: 0.39527 Eh
- Structure (SMILES): C[C@@H]1OCC[C@@H]1C
- E_LUMO: 1.2 eV
- DFT total energy: -8462.732 eV

No. 2
The following is a DFT calculation (ωB97M-V/def2-TZVPD) of C6H12O in the gas phase at a distorted geometry.

```
19
Properties=species:S:1:pos:R:3:lowdin_charge:R:1
C 1.85842 -1.44449 -0.61153 -0.08
C 1.10424 -0.13759 -0.39893 -0.34
C 0.08765 0.18688 -1.47456 -0.24
O -0.81330 1.12165 -0.94977 -0.12
C -0.79464 1.02087 0.60107 -0.32
C -2.21223 0.80249 1.05635 -0.06
C 0.19928 -0.07662 0.92698 -0.10
H 2.53794 -1.42264 -1.46689 0.08
H 1.16997 -2.27783 -0.76990 0.08
H 2.45877 -1.67503 0.26552 0.07
H 1.81355 0.69973 -0.31549 0.14
H 0.64993 0.59097 -2.32320 0.13
H -0.42168 -0.72611 -1.83011 0.13
H -0.42401 2.00018 0.92743 0.14
H -2.84053 1.57844 0.62925 0.08
H -2.30858 0.84511 2.13939 0.08
H -2.57639 -0.17336 0.73361 0.08
H -0.29603 -1.04722 1.05573 0.12
H 0.80764 0.13456 1.80505 0.12
```

Computed properties:
- Net charge: 0
- Strongest force on any atom: 2.1 eV/A
- Kohn-Sham gap: 0.38986 Eh
- Structure (SMILES): C[C@H]1CO[C@@H](C)C1
- E_LUMO: 1.1 eV
- DFT total energy: -8463.766 eV